# 1
Density functional theory data (ωB97M-V/def2-TZVPD) for a molecular structure, C37H35NO3SSbSe4Tc at a distorted geometry.

Computed properties:
Gap between HOMO and LUMO ... 0.23133 Ha
Total charge ... +2
HOMO ... -13.7404 eV

Element x y z (Å)
Tc  -0.8524  -0.0896  -0.7946
O  0.2990  -0.3124  -2.0692
C  1.6737  -0.4808  -2.4937
C  2.4284  0.4470  -1.5381
C  2.3104  -0.0134  -0.1144
C  3.4558  -0.4451  0.5247
C  3.3986  -0.8138  1.8524
C  2.1899  -0.7111  2.5051
C  1.0591  -0.2908  1.8252
C  -0.2052  -0.0988  2.6176
C  -1.4251  -0.8496  2.0987
O  -1.5838  -0.3212  0.7439
C  -1.2583  -2.3502  1.9142
C  -0.2488  -3.0746  2.5317
C  -0.1397  -4.4446  2.3132
C  -1.0258  -5.0897  1.4644
C  -2.0417  -4.3680  0.8474
C  -2.1609  -3.0067  1.0760
C  -2.6537  -0.4732  2.8971
C  -3.3426  0.7012  2.6064
C  -4.4399  1.0662  3.3736
C  -4.8377  0.2721  4.4412
C  -4.1411  -0.8917  4.7353
C  -3.0528  -1.2707  3.9619
N  1.1039  0.0315  0.5058
C  1.7150  -0.0583  -3.9458
C  2.2617  1.1530  -4.3520
C  2.2302  1.5154  -5.6947
C  1.6406  0.6778  -6.6280
C  1.0812  -0.5296  -6.2221
C  1.1178  -0.8952  -4.8873
C  2.0792  -1.9337  -2.2659
C  3.2508  -2.3896  -2.8610
C  3.7051  -3.6754  -2.6064
C  2.9927  -4.5176  -1.7617
C  1.8166  -4.0736  -1.1778
C  1.3645  -2.7848  -1.4298
H  2.0104  1.4537  -1.6248
H  3.4747  0.4746  -1.8293
H  4.3877  -0.4775  -0.0231
H  4.2828  -1.1587  2.3725
H  2.1134  -0.9457  3.5587
H  -0.4735  0.9601  2.5749
H  -0.0447  -0.3684  3.6586
H  0.4487  -2.5935  3.2051
H  0.6413  -5.0039  2.8119
H  -0.9359  -6.1554  1.2959
H  -2.7474  -4.8683  0.1969
H  -2.9753  -2.4540  0.6197
H  -3.0207  1.3314  1.7858
H  -4.9837  1.9735  3.1412
H  -5.6896  0.5591  5.0436
H  -4.4484  -1.5130  5.5665
H  -2.5247  -2.1889  4.1895
H  2.7369  1.8199  -3.6449
H  2.6728  2.4520  -6.0074
H  1.6248  0.9589  -7.6733
H  0.6265  -1.1900  -6.9490
H  0.6919  -1.8416  -4.5733
H  3.8028  -1.7457  -3.5364
H  4.6148  -4.0230  -3.0781
H  3.3493  -5.5208  -1.5692
H  1.2434  -4.7269  -0.5319
H  0.4273  -2.4785  -0.9716
Se  -3.4189  2.7221  -0.9893
Sb  -3.7802  1.2489  -3.1758
Se  -2.8844  -0.8357  -2.1269
Se  -1.1800  2.3907  -1.4381
Se  -1.4306  2.2088  -3.7702
O  -0.8298  2.5959  1.1555
S  -0.3727  3.7505  2.0403
C  -1.7378  4.9438  2.1022
C  -1.1108  6.3052  1.8311
C  -0.1697  6.0843  0.6498
C  0.6657  4.8563  1.0175
H  -2.2390  4.8601  3.0641
H  -2.4133  4.6290  1.3037
H  -0.5401  6.6302  2.7046
H  -1.8686  7.0630  1.6382
H  0.4606  6.9520  0.4621
H  -0.7462  5.8882  -0.2570
H  1.5385  5.1139  1.6177
H  0.9866  4.2532  0.1687

Mulliken population analysis, charges in e, atoms 1 to 5:
1 Tc 1.02
2 O 0.41
3 C 2.81
4 C -1.72
5 C 0.05

=====

# 2
Density functional theory data (ωB97M-V/def2-TZVPD) for a molecular structure, C37H36Cl2HgN10O2PS2 at a distorted geometry.

Computed properties:
Gap between HOMO and LUMO (spin up / spin down) ... 0.11814 / 0.19498 Ha
Total charge ... -2
ΔE to the lowest compared entry with this formula, charge and spin ... 55.2 kJ/mol
HOMO (spin up / spin down) ... 0.4548 / -1.6374 eV
Spin multiplicity ... 2

Element x y z (Å)
Hg  0.9763  -0.9331  -1.2184
Cl  6.6729  0.4104  -5.6467
C  5.6055  0.0018  -4.2881
C  4.2961  0.4804  -4.2909
C  3.4445  0.2446  -3.2061
N  2.1262  0.6465  -3.0524
C  1.4272  0.9904  -4.1264
O  1.7899  0.9867  -5.3262
C  -0.0647  1.2480  -3.9068
C  -0.9331  0.5076  -4.6806
C  -2.3073  0.6885  -4.5365
C  -2.7400  1.7258  -3.7099
C  -1.7823  2.4698  -3.0630
N  -0.4429  2.2309  -3.0733
C  3.9662  -0.5145  -2.0992
C  5.2285  -1.0415  -2.1694
C  6.0719  -0.7610  -3.2502
Cl  7.7387  -1.3713  -3.2123
N  3.1837  -0.6884  -0.9779
C  3.7210  -0.7368  0.2886
O  4.9316  -0.5848  0.5638
C  2.7635  -1.0521  1.3352
C  3.1690  -1.3993  2.6152
C  2.3075  -1.5119  3.6771
C  0.9436  -1.1627  3.4504
C  0.5894  -0.8338  2.1584
N  1.4213  -0.8047  1.1015
H  3.8427  1.0225  -5.1494
H  -0.4783  -0.2315  -5.3221
H  -2.9679  0.0634  -5.1046
H  -3.7920  1.9077  -3.5503
H  -2.1132  3.2327  -2.3505
H  5.6198  -1.5825  -1.3437
H  4.1907  -1.5943  2.7630
H  2.6226  -1.8657  4.6491
H  0.1892  -1.0518  4.2215
H  -0.4497  -0.6106  1.8526
S  -2.4634  -2.9547  -3.5667
C  -0.9159  -3.5606  -3.9039
C  0.0095  -2.9644  -3.1479
C  -0.5137  -1.9471  -2.2605
C  -1.8703  -1.8225  -2.3985
C  -2.8449  -0.9198  -1.7439
C  -4.2039  -0.9661  -2.1112
C  -5.1166  -0.1649  -1.4797
C  -4.5772  0.7454  -0.5752
C  -3.2483  0.7455  -0.2654
N  -2.3395  -0.0539  -0.8613
H  -0.7951  -4.3165  -4.6908
H  1.0135  -3.3084  -3.2350
H  -4.4821  -1.7040  -2.8721
H  -6.1744  -0.2422  -1.6697
H  -5.2075  1.4348  -0.0502
H  -2.8087  1.4143  0.4426
C  -1.6612  4.3792  3.1128
N  -1.1392  3.1511  3.7936
C  0.2723  3.3837  4.0874
N  1.0638  3.7637  2.9234
C  0.4444  4.9531  2.3184
N  -0.9697  4.7913  1.9300
C  -1.0704  3.7952  0.8226
P  -0.4530  2.1175  1.2389
C  -1.2929  1.9793  2.8810
C  1.1907  2.6728  1.9411
H  -1.6370  5.1813  3.8298
H  -2.7233  4.2900  2.8413
H  0.6941  2.4729  4.5778
H  0.3453  4.1595  4.8737
H  1.0109  5.2253  1.4423
H  0.4342  5.7463  3.0971
H  -0.4128  4.2322  0.0042
H  -2.0515  3.9169  0.3634
H  -0.8904  1.0485  3.3545
H  -2.3501  1.8714  2.6925
H  1.8807  2.9587  1.1225
H  1.6466  1.8540  2.4633
C  0.1489  -4.9289  3.5601
N  -0.8516  -4.2266  2.8085
C  -1.7905  -3.3031  3.3834
C  -2.2032  -2.4515  2.1668
N  -1.7104  -3.2277  1.0564
C  -0.8392  -4.1574  1.4596
S  0.2115  -5.0358  0.4845
H  0.2702  -5.8794  3.1108
H  -0.2374  -5.0617  4.5727
H  1.0759  -4.3523  3.5396
H  -1.2877  -2.7956  4.2369
H  -2.6069  -3.8615  3.8066
H  -1.8068  -1.4437  2.2163
H  -3.2980  -2.3913  2.0827
H  -1.6355  -2.7675  0.1720

Mulliken population analysis, charges in e, atoms 1 to 5:
1 Hg 1.13
2 Cl -0.28
3 C 0.13
4 C -0.62
5 C -0.10

=====

# 3
Density functional theory data (ωB97M-V/def2-TZVPD) for a molecular structure, C37H36N5O2RuS at a distorted geometry.

Computed properties:
Gap between HOMO and LUMO (spin up / spin down) ... 0.19395 / 0.18676 Ha
Total charge ... +3
HOMO (spin up / spin down) ... -13.6575 / -15.9922 eV
Spin multiplicity ... 5

Element x y z (Å)
Ru  0.3272  -0.8813  0.5984
C  -0.9348  4.8776  4.7422
C  -0.6984  3.9068  3.6532
C  -0.5760  4.3550  2.3187
C  -0.3818  3.4806  1.2497
C  -0.3234  4.0339  -0.0553
N  -0.5999  3.4860  -1.2558
C  -1.3940  2.2935  -1.5194
C  -1.0395  1.6782  -2.8617
C  -1.6800  0.2916  -2.9522
N  -1.1298  -0.4964  -4.0681
C  0.0889  -0.7985  -4.3282
C  1.3061  -0.5805  -3.5960
C  2.4372  -0.4498  -4.4211
C  3.7073  -0.1885  -3.9454
C  4.8894  -0.0183  -4.8708
C  3.8336  -0.1653  -2.5722
C  2.7552  -0.3595  -1.6921
C  3.0973  -0.4827  -0.3070
N  2.3246  -0.7244  0.6949
C  2.9575  -0.8718  2.0366
C  2.4327  -2.0604  2.8346
C  0.9636  -1.9171  3.2996
N  0.3279  -0.7691  2.6121
C  0.0241  0.2594  3.3297
C  -0.2954  1.6029  2.9288
C  -0.5790  2.5106  3.9455
C  -0.1610  2.0458  1.5807
O  0.1978  1.2536  0.6602
C  1.4430  -0.5444  -2.1844
O  0.4144  -0.7820  -1.4179
H  -1.5713  5.6989  4.4122
H  0.0286  5.3288  5.0249
H  -1.3524  4.4103  5.6318
H  -0.6843  5.4146  2.1178
H  -0.0639  5.0857  -0.0982
H  -0.4449  4.0896  -2.0475
H  -2.4606  2.5407  -1.4718
H  -1.1871  1.5632  -0.7518
H  0.0459  1.5879  -2.9301
H  -1.3746  2.3057  -3.6897
H  -2.7505  0.3652  -3.1290
H  -1.5231  -0.2538  -2.0266
H  -1.7926  -0.7650  -4.7855
H  0.2145  -1.2725  -5.2990
H  2.3028  -0.5403  -5.4972
H  4.5928  0.4237  -5.8204
H  5.3518  -0.9831  -5.0913
H  5.6548  0.6146  -4.4248
H  4.8243  -0.0251  -2.1462
H  4.1634  -0.4271  -0.0939
H  2.7872  0.0591  2.5788
H  4.0330  -0.9786  1.9135
H  3.0713  -2.1667  3.7109
H  2.5511  -2.9677  2.2512
H  0.9256  -1.7423  4.3729
H  0.4011  -2.8212  3.0869
H  0.0761  0.1117  4.4069
H  -0.6720  2.1695  4.9697
S  -3.6433  -3.0639  0.4334
C  -4.1317  -1.4092  0.5717
C  -5.4336  -0.9173  0.6189
C  -5.6054  0.4423  0.7536
C  -4.4939  1.2867  0.8510
C  -3.2062  0.7904  0.8022
C  -3.0097  -0.5811  0.6499
N  -1.7965  -1.2929  0.5898
C  -2.0119  -2.5879  0.4924
C  -0.8780  -3.4973  0.3867
C  -1.0021  -4.8747  0.2839
C  0.1348  -5.6509  0.1001
C  1.3821  -5.0449  -0.0106
C  1.5105  -3.6684  0.1061
C  0.3838  -2.8786  0.3508
H  -6.2832  -1.5859  0.5598
H  -6.6048  0.8565  0.7965
H  -4.6454  2.3518  0.9773
H  -2.3706  1.4620  0.9039
H  -1.9804  -5.3416  0.3368
H  0.0489  -6.7268  0.0218
H  2.2620  -5.6512  -0.1877
H  2.4925  -3.2284  -0.0004

Mulliken population analysis, charges in e, atoms 1 to 5:
1 Ru -0.10
2 C -1.62
3 C 0.52
4 C -1.05
5 C 1.02

=====

# 4
Density functional theory data (ωB97M-V/def2-TZVPD) for a molecular structure, C37H37AsClN5O7SYb at a distorted geometry.

Computed properties:
Gap between HOMO and LUMO (spin up / spin down) ... 0.25776 / 0.25780 Ha
Total charge ... +1
ΔE to the lowest compared entry with this formula, charge and spin ... 11.7 kJ/mol
HOMO (spin up / spin down) ... -10.5955 / -10.5952 eV
Spin multiplicity ... 2

Element x y z (Å)
Yb  0.8201  0.2081  -0.5184
O  2.0095  0.7925  4.8746
C  3.0356  1.3771  4.2465
C  4.1394  1.7500  5.0155
C  5.2274  2.3632  4.4347
C  5.2560  2.6157  3.0619
C  4.1818  2.2409  2.2918
C  3.0573  1.6201  2.8569
C  1.9621  1.2382  1.9684
O  2.0193  1.4878  0.7129
N  0.9067  0.6224  2.5280
N  -0.0086  0.2340  1.6089
C  -1.1058  -0.3152  1.9780
C  -2.0406  -0.6946  0.9238
C  -3.2041  -1.4019  1.1992
C  -4.0544  -1.7271  0.1550
C  -3.7202  -1.3312  -1.1302
C  -2.5332  -0.6405  -1.3192
N  -1.7054  -0.3276  -0.3290
H  1.3209  0.5818  4.2022
H  4.1135  1.5513  6.0787
H  6.0689  2.6451  5.0540
H  6.1086  3.1076  2.6144
H  4.1727  2.4111  1.2238
H  -1.3364  -0.5006  3.0238
H  -3.4176  -1.7006  2.2174
H  -4.9651  -2.2809  0.3414
H  -4.3556  -1.5634  -1.9730
H  -2.2281  -0.3278  -2.3120
O  0.1890  -4.4790  -4.2541
C  0.0833  -5.0043  -3.0501
O  -0.0951  -6.1775  -2.8664
C  0.1821  -4.0576  -1.8869
C  0.1216  -4.4618  -0.5587
Cl  0.0067  -6.0137  0.0904
N  0.2468  -3.3597  0.2208
N  0.3904  -2.2621  -0.5303
C  0.3470  -2.6613  -1.8031
C  0.5410  -1.6273  -2.8765
O  0.5618  -1.9615  -4.0538
O  0.7126  -0.4177  -2.4689
C  0.2887  -3.2789  1.6471
C  -0.7152  -3.8585  2.4114
C  -0.6568  -3.7552  3.7926
C  0.3901  -3.0771  4.4016
C  1.3921  -2.5082  3.6295
C  1.3458  -2.6105  2.2488
H  0.3478  -3.5035  -4.2424
H  -1.5314  -4.3827  1.9345
H  -1.4291  -4.2157  4.3942
H  0.4303  -2.9980  5.4799
H  2.2182  -1.9935  4.1018
H  2.1430  -2.2037  1.6405
C  3.6473  -0.4288  -3.8899
As  3.5701  0.4183  -2.1491
C  5.4141  0.9995  -1.9462
C  2.6222  2.1077  -2.4204
S  3.2475  -0.9630  -0.5769
H  4.0987  0.2764  -4.5870
H  2.6623  -0.7298  -4.2372
H  4.2844  -1.3069  -3.8005
H  5.7195  1.6040  -2.7988
H  6.0303  0.1041  -1.8876
H  5.5344  1.5602  -1.0212
H  3.3181  2.7266  -2.9840
H  2.3847  2.6003  -1.4798
H  1.7202  1.9528  -3.0081
C  -6.5589  1.6076  -1.7618
C  -5.1493  2.0209  -1.4627
C  -4.7303  2.2323  -0.1546
C  -3.4239  2.5837  0.1502
C  -3.0556  2.8220  1.5938
C  -2.4944  2.6765  -0.9003
C  -1.0909  2.8309  -0.5662
O  -0.1683  2.2450  -1.1309
C  -2.9083  2.5225  -2.2420
C  -1.9610  2.7548  -3.3908
C  -4.2313  2.2151  -2.4948
H  -7.0384  1.1797  -0.8831
H  -6.5877  0.8821  -2.5748
H  -7.1461  2.4724  -2.0782
H  -5.4432  2.1200  0.6548
H  -3.7465  2.2877  2.2443
H  -3.1456  3.8857  1.8258
H  -2.0447  2.5026  1.8415
H  -0.8417  3.5075  0.2659
H  -1.2393  1.9422  -3.4832
H  -1.4052  3.6823  -3.2519
H  -2.5160  2.8262  -4.3237
H  -4.5625  2.1125  -3.5224

Mulliken population analysis, charges in e, atoms 1 to 5:
1 Yb -0.26
2 O -0.69
3 C 0.51
4 C -0.67
5 C -0.38

=====

# 5
Density functional theory data (ωB97M-V/def2-TZVPD) for a molecular structure, C37H37ClN8O4SiSr at a distorted geometry.

Computed properties:
Gap between HOMO and LUMO (spin up / spin down) ... 0.15853 / 0.18974 Ha
Total charge ... -2
ΔE to the lowest compared entry with this formula, charge and spin ... 165.1 kJ/mol
HOMO (spin up / spin down) ... -0.2636 / -1.1128 eV

Element x y z (Å)
Sr  9.2396  11.4642  14.3782
C  9.3849  16.5246  13.4958
C  9.2663  15.2348  14.1742
N  8.6307  14.1747  13.6477
C  7.8325  14.3502  12.5983
C  7.6985  15.6590  11.9879
C  8.4980  16.7172  12.4456
C  6.6223  15.7984  11.0751
C  5.7601  14.8017  10.7588
C  6.0084  13.4324  11.2117
C  4.9813  12.3876  11.1952
C  5.3765  11.1495  11.5694
C  6.8462  10.8784  11.7632
N  7.5528  11.9915  12.4233
C  7.1689  13.1908  12.0326
H  10.1097  17.2007  13.9155
H  9.7368  15.0322  15.1454
H  8.4287  17.6781  11.9263
H  6.5480  16.8492  10.7006
H  4.8011  15.0223  10.3043
H  3.9706  12.5172  10.9037
H  4.7277  10.3196  11.7236
H  6.9823  9.9378  12.2944
N  12.6339  13.8674  15.1143
C  12.6683  12.5722  15.6215
N  13.3499  12.3529  16.7032
C  13.2965  11.0099  17.0751
N  13.7493  10.7826  18.4150
N  12.8731  10.0065  16.3852
C  12.2084  10.3719  15.2058
N  11.9386  11.6969  14.8960
C  11.6572  9.3718  14.3844
C  11.7303  7.9688  14.7153
C  11.1555  7.0275  13.9418
C  10.6735  7.4322  12.7154
C  10.6011  8.7938  12.4171
N  11.0298  9.7449  13.2296
H  13.0613  14.6624  15.4957
H  12.0877  14.0462  14.2648
H  13.4584  11.6566  18.8872
H  13.3873  9.9693  18.8581
H  12.0507  7.6722  15.7328
H  11.0136  6.0145  14.2144
H  10.2742  6.8423  11.8909
H  10.2025  9.1210  11.4667
C  6.4561  7.2500  15.8377
C  6.4325  8.4228  14.7636
C  5.4592  9.4874  15.1799
C  6.0335  7.7639  13.4646
C  7.8266  9.1613  14.5845
H  5.5803  6.5879  15.8002
H  6.3810  7.6187  16.8762
H  7.3452  6.5992  15.6483
H  4.4388  9.0670  15.2901
H  5.4681  10.3939  14.5718
H  5.7663  9.9842  16.2174
H  5.0659  7.1625  13.5084
H  6.8353  7.0587  13.2072
H  5.9565  8.5384  12.6712
H  8.5906  8.3439  14.4520
O  10.7023  11.6379  17.8186
Cl  9.7657  12.7427  17.9605
O  8.6023  12.2978  18.7112
O  10.3205  13.9540  18.4774
O  9.4290  13.0656  16.5352
C  5.6771  9.9177  5.9542
C  4.8897  9.9173  7.0668
C  5.4731  10.1276  8.3020
C  6.8535  10.2214  8.4825
C  7.6144  10.2272  7.2978
C  7.0598  10.1183  6.0722
Si  7.7798  10.4738  10.0494
C  8.9283  11.9190  9.5598
C  8.5706  13.1528  8.9363
C  9.4884  14.1999  8.7884
C  10.7578  14.0264  9.3227
C  11.1756  12.8683  9.9361
C  10.2901  11.7916  10.0169
H  5.2357  9.5445  5.0208
H  3.8058  9.7992  6.9512
H  4.9051  10.1720  9.2214
H  8.7314  10.3798  7.4307
H  7.7792  10.0827  5.2349
H  8.5456  9.2614  10.1841
H  7.5780  13.3560  8.5133
H  9.2446  15.2316  8.4959
H  11.4363  14.8794  9.3294
H  12.2448  12.7313  10.2215
H  10.6457  10.8581  10.5046

Mulliken population analysis, charges in e, atoms 1 to 5:
1 Sr 1.61
2 C -0.87
3 C -0.73
4 N 0.32
5 C -1.00